Entry 1:
Entry from the OMol25 dataset: a structure of composition C8H18ClIN2OPPbS at a distorted geometry (ωB97M-V/def2-TZVPD).

XYZ file:
```
34
Properties=species:S:1:pos:R:3:forces:R:3:lowdin_charge:R:1
C -1.4828 4.7766 -2.0644 0.0 0.7 -0.2 -0.45
I -2.0660 3.5933 -0.3860 0.4 -0.3 -0.2 0.96
H -0.9505 4.1969 -2.8104 -0.1 -0.2 0.1 0.01
H -0.8669 5.5933 -1.6918 0.0 -0.2 0.1 0.03
H -2.4175 5.1676 -2.4559 0.0 -0.1 -0.1 0.02
Pb 0.3887 1.0789 -1.0747 0.8 -0.2 -0.7 0.77
P -2.4422 -0.6912 -0.6980 -3.8 -2.7 -1.3 0.88
C -3.9115 -0.4497 0.3584 0.8 0.9 1.0 -0.21
C -3.0860 -0.2496 -2.3558 1.3 1.0 -0.4 -0.20
H -1.5071 -2.8390 -1.3548 -0.4 -0.1 0.0 0.03
H -3.3140 -2.9227 -1.2160 0.1 0.5 0.0 0.10
H -2.2652 -2.9367 0.2448 -0.1 0.1 -0.3 0.08
C -2.3850 -2.5311 -0.7711 1.6 0.1 0.5 -0.20
H -2.3226 -0.4855 -3.1095 -0.3 -0.1 0.0 0.07
H -4.0036 -0.8212 -2.5565 0.2 0.0 0.3 0.10
H -4.7740 -0.9635 -0.0919 0.4 0.0 -0.1 0.10
H -4.1205 0.6216 0.4675 -0.2 -0.2 0.0 0.06
H -3.2922 0.8276 -2.4121 -0.1 -0.3 0.0 0.05
H -3.7108 -0.8644 1.3557 -0.2 0.1 -0.2 0.07
C -0.9400 0.7280 1.1003 -1.9 1.0 4.1 -0.26
O -1.5036 0.9759 2.0715 1.8 -1.0 -3.1 0.14
Cl 0.9808 -1.3075 -1.5878 -0.5 0.7 0.3 -0.07
S 2.6689 1.3912 0.3938 0.1 0.9 0.1 0.72
C 3.4709 0.0708 1.1305 2.3 -2.7 1.4 -0.69
N 3.6682 -0.0442 2.4647 -1.5 1.3 -1.2 0.07
C 4.4669 -1.1952 2.8429 0.6 -0.2 0.3 -0.08
C 4.7509 -1.8562 1.4923 0.3 -0.6 -0.2 -0.08
N 4.1760 -0.9169 0.5356 -1.6 1.6 -0.5 0.07
H 3.2765 0.6254 3.1169 0.1 -0.2 0.0 0.17
H 3.8939 -1.8615 3.4972 0.2 0.3 0.0 0.15
H 5.3945 -0.8686 3.3312 -0.4 -0.1 0.1 0.15
H 4.2516 -2.8270 1.4136 0.2 0.1 -0.1 0.14
H 5.8206 -1.9690 1.2904 -0.2 -0.1 0.1 0.15
H 4.1536 -1.0462 -0.4710 0.1 -0.1 0.3 0.16
```
Positions in Å, forces in eV/Å.

## Properties
Highest occupied orbital energy (alpha / beta) = -18.577 / -18.918 eV
Spin multiplicity = 1
LUMO level (alpha / beta) = -14.59 / -13.66 eV
Charge = +3
Gap between HOMO and LUMO (alpha / beta) = 4.0 / 5.3 eV


Entry 2:
Entry from the OMol25 dataset: a structure of composition C8H18ClN2O4S2 at a distorted geometry (ωB97M-V/def2-TZVPD).

XYZ file:
```
35
Properties=species:S:1:pos:R:3:forces:R:3:lowdin_charge:R:1
N -1.3939 0.9812 2.3862 -0.6 -0.1 -0.1 -0.01
C -2.5316 0.0413 2.2793 0.5 -0.2 0.4 -0.28
C -2.1421 -1.4451 2.6195 -0.4 -0.3 -0.7 -0.20
C -1.9870 -2.3060 1.3165 0.0 1.2 0.3 -0.19
C -1.0116 -1.4938 0.3872 -0.6 -1.3 -0.2 -0.25
C -0.1672 -2.3896 -0.5630 -0.7 0.1 0.7 -0.24
S 1.5957 -1.9490 -0.5865 3.8 -2.5 0.0 0.57
O 2.1584 -2.1116 0.7885 -1.9 1.0 -1.9 -0.38
O 2.2535 -2.9655 -1.4730 -1.7 2.1 0.6 -0.42
N 1.8712 -0.4587 -1.2973 -1.6 0.4 2.1 -0.33
S 1.2383 0.8005 -0.3930 -1.6 -0.1 1.6 0.58
O 1.3702 0.6908 1.0855 0.6 0.1 -2.0 -0.39
O -0.1922 1.1281 -0.7168 2.4 -0.4 -0.4 -0.42
C 2.3166 2.2164 -0.8739 0.2 -1.2 -0.6 -0.26
C 2.3674 2.4557 -2.4004 -0.1 1.2 0.0 -0.30
C 0.9900 2.6197 -3.0883 0.5 -0.4 0.0 -0.56
Cl -0.0364 3.8632 -2.2325 0.4 -0.5 -0.5 0.52
H -0.5688 0.5111 2.7353 0.0 0.1 -0.1 0.04
H -1.1543 1.2944 1.4512 0.3 0.0 0.1 0.03
H -2.9064 0.1242 1.2419 -0.1 -0.2 0.5 0.10
H -3.3434 0.3513 2.9669 0.3 -0.1 -0.3 0.09
H -1.1709 -1.4779 3.1458 -0.4 0.2 0.0 0.11
H -2.9216 -1.8703 3.2813 0.4 0.0 -0.2 0.09
H -2.9990 -2.3689 0.8693 0.5 -0.2 0.0 0.10
H -1.6165 -3.3229 1.5262 -0.1 0.4 0.0 0.10
H -1.6462 -0.8490 -0.2369 0.7 0.2 0.4 0.10
H -0.3571 -0.9306 1.0644 -0.2 0.0 -0.6 0.06
H -0.2082 -3.4239 -0.1733 0.6 0.4 -0.2 0.09
H -0.5969 -2.4423 -1.5770 0.6 0.3 0.2 0.10
H 3.3189 1.9120 -0.5247 -0.5 0.1 -0.1 0.10
H 1.9956 3.0868 -0.2868 -0.2 -0.4 -0.3 0.09
H 2.9670 1.6950 -2.9291 -0.5 0.0 0.3 0.11
H 2.9106 3.4118 -2.5574 -0.2 -0.4 0.2 0.10
H 1.0997 2.9840 -4.1193 0.1 -0.1 0.4 0.06
H 0.4980 1.6375 -3.1157 -0.3 0.6 0.3 0.06
```
Positions in Å, forces in eV/Å.

## Properties
Highest occupied orbital energy = -5.854 eV
Spin multiplicity = 1
LUMO level = 2.95 eV
Charge = -1
Gap between HOMO and LUMO = 8.8 eV


Entry 3:
Entry from the OMol25 dataset: a structure of composition C8H18CsO8S2 at a distorted geometry (ωB97M-V/def2-TZVPD).

XYZ file:
```
37
Properties=species:S:1:pos:R:3:forces:R:3:lowdin_charge:R:1
Cs -3.9728 -1.1484 -12.8071 0.2 0.1 -0.1 1.24
C -1.0977 -0.8218 -6.9127 -0.8 -2.6 1.1 -0.25
C -0.3834 -0.3169 -8.0850 0.1 1.6 -1.2 -0.26
C -0.5111 -1.2492 -9.2895 -1.6 0.2 1.4 -0.16
S -2.2816 -1.8629 -9.1054 -0.3 -1.4 -0.7 0.77
O -2.3072 -3.3481 -9.2353 -0.1 2.7 0.3 -0.36
O -3.2330 -1.0976 -9.9941 2.1 -1.1 1.7 -0.56
C -2.4785 -1.3385 -7.3204 0.3 0.2 -1.4 -0.17
H -1.0866 -0.1312 -6.0695 -0.2 0.0 -0.1 0.13
H -0.5808 -1.7329 -6.6112 0.3 0.0 0.5 0.12
H 0.6483 -0.2369 -7.7423 0.1 0.7 -0.7 0.13
H -0.8834 0.6202 -8.3298 0.7 0.5 -0.2 0.13
H 0.2009 -2.0328 -9.0306 -0.3 -0.5 -1.2 0.12
H -0.5679 -0.7531 -10.2584 0.9 -0.3 0.1 0.10
H -2.7328 -2.2986 -6.8715 -0.6 0.5 0.4 0.11
H -3.1863 -0.5105 -7.3590 -0.5 -0.5 0.3 0.11
C -6.4964 -0.3223 -17.4827 -1.4 1.4 0.3 -0.20
C -6.0584 -1.6641 -17.9158 -0.1 -0.5 -0.1 -0.18
O -4.6750 -1.7058 -17.5889 2.2 0.6 1.3 -0.19
S -4.0459 -0.2270 -17.0553 0.8 1.5 -2.0 0.80
O -2.8862 0.2239 -17.8718 -3.3 -1.9 2.5 -0.23
O -3.9417 -0.0600 -15.5802 -0.7 -1.0 -3.4 -0.42
O -5.3703 0.5295 -17.6804 1.3 0.0 1.1 -0.19
H -6.8538 -0.2314 -16.4569 0.3 -0.3 0.2 0.13
H -7.3177 0.0368 -18.1028 0.2 0.2 -0.1 0.14
H -6.2282 -1.7751 -18.9868 0.6 -0.1 -0.1 0.14
H -6.5997 -2.4733 -17.4257 0.2 0.0 0.2 0.13
C -6.2456 -4.3203 -14.3703 0.3 2.4 2.1 -0.15
C -6.8257 -3.8019 -12.9687 -0.4 -0.8 -1.3 -0.19
O -6.5656 -2.3966 -12.7026 -0.6 -1.1 -0.6 -0.24
O -4.8961 -3.7678 -14.3232 -0.5 -1.0 -0.6 -0.17
H -6.7712 -3.8618 -15.2079 0.1 0.1 0.1 0.10
H -6.2793 -5.4027 -14.4947 0.1 0.0 0.3 0.12
H -6.4135 -4.3836 -12.1443 0.1 -0.1 -0.1 0.12
H -7.9085 -3.9256 -12.9863 -0.1 -0.3 0.2 0.12
H -7.4508 -2.1044 -12.4733 0.2 0.6 0.2 0.09
H -4.4551 -4.3918 -13.7419 0.6 0.0 0.0 0.08
```
Positions in Å, forces in eV/Å.

## Properties
Highest occupied orbital energy = -13.107 eV
Spin multiplicity = 1
LUMO level = -2.52 eV
Charge = +1
Gap between HOMO and LUMO = 10.6 eV


Entry 4:
Entry from the OMol25 dataset: a structure of composition C8H18GaO at a distorted geometry (ωB97M-V/def2-TZVPD).

XYZ file:
```
28
Properties=species:S:1:pos:R:3:forces:R:3:lowdin_charge:R:1
C -3.3494 0.4353 -1.6140 -0.3 0.9 4.1 -0.19
C -3.3307 0.6145 -0.1107 -0.2 -0.8 -4.6 -0.25
Ga -1.5921 -0.1236 0.8250 -0.2 0.4 -0.4 0.29
C -1.2656 -1.9941 0.0079 -0.4 -1.2 -0.6 -0.39
C -0.9330 -3.1687 1.1097 0.1 -0.6 -0.8 -0.26
C -0.0464 1.2447 0.4466 0.5 0.3 0.4 -0.33
C 1.3728 0.8256 1.1529 0.2 0.9 -0.3 -0.30
C 2.6768 1.5771 0.4311 0.0 -1.1 -0.4 -0.20
C 2.7927 1.0929 -1.1498 -0.7 -0.6 0.8 -0.27
O 4.0945 1.5053 -1.6977 -0.9 -0.6 -1.2 -0.17
H -2.4844 -0.1853 -2.1449 -1.9 1.6 1.3 0.04
H -4.1743 0.9295 -2.2935 1.6 -1.2 1.3 0.01
H -4.2169 1.0905 0.5037 1.5 -0.6 -1.8 0.01
H -1.8186 -0.1083 2.4121 0.0 -0.2 0.2 -0.08
H -0.4490 -1.9079 -0.8451 -1.3 -0.5 1.8 0.04
H -2.2610 -2.3353 -0.5513 2.0 0.7 1.1 0.05
H -0.6865 -4.1473 0.4951 -0.3 1.6 1.4 0.05
H 0.0017 -2.9254 1.7961 -2.0 -0.4 -1.3 0.06
H -1.8851 -3.4352 1.7744 2.1 0.8 -1.3 0.07
H 0.0426 1.3013 -0.7201 0.0 0.3 2.2 0.03
H -0.4270 2.2659 0.9340 1.0 -1.9 -1.4 0.05
H 1.5979 -0.3421 1.1287 -0.6 2.4 0.0 0.10
H 1.3248 1.1747 2.2912 0.2 -0.9 -2.4 0.10
H 2.6100 2.7479 0.4830 0.2 -2.3 0.0 0.11
H 3.6465 1.1544 0.9787 -1.8 1.2 -1.2 0.11
H 2.7182 -0.0951 -1.1250 0.1 2.4 -0.2 0.13
H 1.9339 1.5113 -1.8358 1.6 -0.8 1.6 0.11
H 4.1076 1.2974 -2.6823 -0.2 0.3 2.0 0.09
```
Positions in Å, forces in eV/Å.

## Properties
Highest occupied orbital energy = -4.283 eV
Spin multiplicity = 1
LUMO level = 3.07 eV
Charge = -1
Gap between HOMO and LUMO = 7.4 eV


Entry 5:
Entry from the OMol25 dataset: a structure of composition C8H18I2NOP2PtS at a distorted geometry (ωB97M-V/def2-TZVPD).

XYZ file:
```
34
Properties=species:S:1:pos:R:3:forces:R:3:mulliken_spin:R:1
I 0.3504 -0.8701 -4.2931 -0.8 1.4 0.2 0.06
I -0.4277 1.6205 -3.2235 0.9 -1.6 -0.3 0.52
Pt -0.0045 0.2184 -0.4367 -0.4 -1.1 -1.1 0.78
P -2.1792 -0.1427 -0.3324 -1.9 0.3 0.0 0.26
C -3.0622 1.3284 0.2123 -0.4 -0.1 -0.1 -0.01
C -2.8055 -0.6805 -1.9150 -0.6 -0.2 -0.2 0.01
H -3.8982 -0.7763 -1.7942 0.3 -0.1 -0.5 0.00
H -3.7439 -1.4120 0.8902 0.3 -0.1 0.3 0.01
H -2.3410 -1.6448 -2.1739 -0.3 0.2 0.0 0.00
H -2.1802 -2.3009 0.7427 -0.3 0.1 0.0 0.00
H -2.8863 2.1865 -0.4495 -0.1 -0.2 0.2 0.00
H -2.5499 0.0571 -2.6995 -0.5 -0.5 0.6 0.00
C -2.6464 -1.3280 0.9366 0.1 -0.5 -0.1 0.02
H -4.1287 1.0599 0.2154 0.1 0.4 0.1 0.00
H -2.3202 -0.9785 1.9291 -0.4 0.1 -0.3 -0.01
H -2.7290 1.5509 1.2371 -0.2 0.1 -0.3 0.01
P 2.1781 -0.0704 -0.3225 2.2 0.3 0.3 0.14
C 3.0145 1.4287 0.2311 0.4 -0.1 -0.2 0.00
C 2.6885 -1.2418 0.9481 0.1 -0.5 -0.1 0.02
H 2.4149 -1.5692 -2.1661 0.4 0.3 0.2 0.00
H 3.9409 -0.6545 -1.7695 -0.3 -0.1 -0.4 0.00
H 2.5789 0.1294 -2.6912 0.4 -0.2 0.5 0.00
C 2.8470 -0.5907 -1.8996 0.6 -0.2 -0.1 0.01
H 2.2557 -2.2297 0.7523 0.3 0.1 0.0 0.00
H 3.7885 -1.2873 0.9024 -0.3 -0.2 0.3 0.00
H 4.0896 1.1985 0.2372 -0.2 0.4 0.1 0.00
H 2.6702 1.6383 1.2547 0.2 0.1 -0.3 0.00
H 2.3489 -0.9036 1.9403 0.3 0.1 -0.3 -0.01
H 2.8122 2.2834 -0.4277 0.1 -0.2 0.2 0.00
C -0.0354 1.9954 0.0802 0.1 5.7 1.5 0.17
O -0.0550 3.1198 0.3522 0.0 -3.3 -0.7 0.01
S 0.0193 -1.4377 3.5197 0.0 1.5 2.0 1.43
C 0.0034 -0.2748 4.6918 0.0 -1.8 -1.7 -0.24
N -0.0080 0.5783 5.5212 0.0 0.1 0.2 0.79
```
Positions in Å, forces in eV/Å.

## Properties
Highest occupied orbital energy (alpha / beta) = -18.113 / -18.754 eV
⟨S²⟩ = 6.083
Spin multiplicity = 5
LUMO level (alpha / beta) = -12.05 / -15.41 eV
Energy above the lowest of the compared OMol25 structures with the same formula, charge and spin = 2.486 eV
Charge = +3
Gap between HOMO and LUMO (alpha / beta) = 6.1 / 3.3 eV


Entry 6:
Entry from the OMol25 dataset: a cluster of 2 separate species, C8H18N2 in total at a distorted geometry (ωB97M-V/def2-TZVPD).

XYZ file:
```
28
Properties=species:S:1:pos:R:3:forces:R:3:lowdin_charge:R:1
C 0.0421 -0.9175 2.4612 0.0 0.4 0.1 -0.05
C 1.0907 -0.1618 1.6682 -1.0 0.3 -1.3 -0.53
C 2.3155 0.2297 2.4688 -0.5 0.9 0.0 -0.04
N 1.3851 -0.7883 0.4740 -1.0 -1.0 -1.5 0.06
C 0.1246 1.3631 1.1060 1.7 -1.3 2.2 -0.20
N -0.0126 2.4042 1.5790 -0.5 1.1 -0.2 0.09
H 0.4541 -1.8694 2.7976 0.1 0.0 0.0 0.09
H -0.8346 -1.1234 1.8498 0.0 0.0 0.0 0.08
H -0.2529 -0.3304 3.3288 -0.1 0.0 0.0 0.09
H 2.7076 -0.6356 3.0002 -0.1 -0.2 -0.2 0.09
H 2.0289 0.9809 3.2058 0.1 0.0 0.0 0.09
H 3.0929 0.6534 1.8354 0.0 0.0 0.0 0.09
H 0.5211 -0.8568 -0.1592 1.9 -0.2 1.4 0.07
H 2.1052 -0.3289 -0.0723 0.1 0.0 0.2 0.10
C -0.4952 -1.2199 -2.1353 0.6 0.0 1.0 -0.10
C -0.8134 0.1194 -1.4587 -0.6 1.7 0.9 -0.52
C -2.3099 0.1669 -1.1403 0.0 0.0 0.0 -0.10
C -0.4378 1.2605 -2.4053 0.0 0.0 0.1 -0.09
H -0.7660 -2.0645 -1.4986 0.0 -0.1 0.0 0.08
H 0.5695 -1.3125 -2.3570 0.0 0.0 -0.1 0.07
H -1.0497 -1.3264 -3.0703 0.0 0.2 0.1 0.09
H -0.3754 0.5615 -0.3835 -0.4 -1.9 -2.5 0.08
H -2.5617 1.1001 -0.6361 -0.1 0.0 0.0 0.08
H -2.5937 -0.6545 -0.4796 0.0 0.0 0.0 0.07
H -2.9119 0.0877 -2.0488 0.0 0.0 0.0 0.08
H -0.6296 2.2245 -1.9333 0.0 0.1 0.0 0.08
H 0.6212 1.2179 -2.6642 0.0 0.0 0.0 0.08
H -1.0141 1.2199 -3.3321 0.0 -0.1 -0.1 0.08
```
Positions in Å, forces in eV/Å.

## Properties
SMILES = CC(C)(N)C#N.CC(C)C
Highest occupied orbital energy = -9.714 eV
Spin multiplicity = 1
LUMO level = 0.39 eV
Energy above the lowest of the compared OMol25 structures with the same formula, charge and spin = 2.469 eV
Gap between HOMO and LUMO = 10.1 eV


Entry 7:
Entry from the OMol25 dataset: the molecule C8H18N2O at a distorted geometry (ωB97M-V/def2-TZVPD).

XYZ file:
```
29
Properties=species:S:1:pos:R:3:forces:R:3:lowdin_charge:R:1
C 2.7953 -0.4874 -1.3187 1.7 -0.9 -1.6 -0.13
O 1.8055 -1.1630 -0.5993 -1.0 2.9 2.6 -0.07
C 0.8205 -0.2182 -0.1110 -2.6 -3.8 -0.7 -0.39
N -0.1950 -0.6798 0.4748 0.3 -0.6 2.0 0.09
C -0.3874 -2.0291 1.0832 1.3 0.9 -1.8 -0.43
C -1.7959 -2.3214 0.5818 -1.3 -1.0 0.7 -0.10
C -0.0596 -2.0189 2.5952 -2.9 -1.4 -0.1 -0.06
N 0.6839 1.0186 -0.6479 2.1 1.7 -2.9 0.04
C -0.5822 1.7922 -0.8111 -0.6 0.2 1.5 -0.34
C -1.1239 2.1539 0.6163 -1.3 0.1 -3.0 -0.05
C -0.2496 3.0063 -1.7950 -0.2 -1.8 2.9 -0.03
H 2.9631 0.5932 -1.0906 -0.3 -1.0 0.0 0.10
H 2.3886 -0.6784 -2.3269 1.2 0.9 -0.4 0.10
H 3.7932 -1.0173 -1.2121 -1.2 0.5 -0.1 0.11
H 0.2618 -2.8188 0.6248 -0.1 0.7 0.2 0.13
H -1.8764 -2.5011 -0.5175 0.5 0.8 0.7 0.08
H -2.4948 -1.4811 0.8991 0.7 -1.3 -0.4 0.09
H -2.1096 -3.3327 0.9253 -0.3 0.7 0.5 0.07
H -0.9160 -1.6383 3.1899 0.6 0.8 -0.4 0.08
H -0.1486 -3.0628 2.9303 0.7 0.0 -0.1 0.07
H 0.8816 -1.5979 2.8749 0.5 0.3 -0.1 0.06
H 1.1576 0.9989 -1.5716 -0.3 0.5 0.9 0.11
H -1.3602 1.1536 -1.2844 0.5 0.2 0.0 0.14
H -1.3822 1.2758 1.1514 0.0 -0.7 0.5 0.04
H -1.9974 2.8132 0.5319 0.1 -0.2 -0.1 0.08
H -0.3749 2.7027 1.0474 1.9 1.3 1.6 0.04
H 0.6776 3.5048 -1.5753 0.1 0.5 0.5 0.08
H -0.0920 2.4290 -2.6118 0.9 -1.3 -3.3 0.02
H -1.0828 3.6040 -2.0530 -0.8 0.9 0.3 0.07
```
Positions in Å, forces in eV/Å.

## Properties
SMILES = CO/C(=N\C(C)C)NC(C)C
Highest occupied orbital energy = -8.560 eV
Spin multiplicity = 1
LUMO level = 0.83 eV
Energy above the lowest of the compared OMol25 structures with the same formula, charge and spin = 2.349 eV
Gap between HOMO and LUMO = 9.4 eV


Entry 8:
Entry from the OMol25 dataset: a cluster of 2 separate species, C8H18N2O5 in total at a distorted geometry (ωB97M-V/def2-TZVPD).

XYZ file:
```
33
Properties=species:S:1:pos:R:3:forces:R:3:lowdin_charge:R:1
C 1.2749 0.7656 -0.8875 0.4 -0.4 0.0 -0.10
C -0.4172 1.4945 0.8582 0.3 0.1 0.2 -0.11
C 2.2097 -0.3273 -1.3964 -0.3 -0.2 0.3 -0.26
C 0.4078 2.6342 1.4943 0.2 -0.5 -0.1 -0.25
C -1.8403 -1.1837 0.9056 -0.1 -0.3 -0.6 -0.20
C -1.5044 -0.6250 -1.5643 0.2 0.1 0.3 -0.21
C -0.8684 -1.0794 -0.2681 0.5 2.3 0.9 -0.32
C 0.4728 0.3875 0.3327 -1.6 -1.4 -0.7 -0.34
N 0.4187 -2.6868 0.6346 -0.6 0.3 -1.0 0.08
N 0.0387 -2.0961 -0.4290 0.9 -1.6 0.9 -0.02
O 2.7803 0.1312 -2.6058 0.2 0.2 -0.3 -0.06
O -0.4009 3.7274 1.8373 -0.5 0.3 0.2 -0.05
O -1.2025 -1.2610 2.1640 0.2 0.0 0.6 -0.10
O -2.7353 -1.3064 -1.7571 -0.3 -0.2 -0.1 -0.05
O 1.1893 -0.2768 1.2641 0.5 0.4 0.2 0.03
H 0.6076 1.0579 -1.6974 -0.1 0.1 0.0 0.12
H 1.8865 1.6361 -0.6412 0.0 0.1 0.0 0.12
H -1.0792 1.1087 1.6345 0.0 0.0 -0.1 0.11
H -1.0191 1.9108 0.0524 0.0 0.0 0.0 0.13
H 1.6311 -1.2460 -1.5601 0.3 0.2 0.0 0.10
H 2.9864 -0.5299 -0.6478 -0.1 0.0 0.0 0.12
H 1.1382 3.0338 0.7868 0.0 -0.1 0.1 0.12
H 0.9435 2.2478 2.3762 0.0 0.1 -0.3 0.13
H -2.4524 -2.0822 0.7407 0.0 0.2 0.0 0.13
H -2.5169 -0.3274 0.9217 0.0 -0.1 0.0 0.13
H -0.8083 -0.8235 -2.3816 0.0 0.1 0.0 0.13
H -1.7171 0.4510 -1.5281 0.1 -0.1 0.0 0.12
H 1.1401 -3.3724 0.3839 -0.1 0.2 -0.2 0.07
H 3.3397 -0.5644 -2.9647 0.0 0.1 0.0 0.09
H -1.0617 3.4520 2.4865 0.2 0.0 -0.1 0.09
H -0.6531 -2.0677 2.1114 -0.1 0.1 -0.1 0.06
H -2.7725 -1.6604 -2.6487 0.0 0.0 0.0 0.09
H 0.5840 -0.5223 1.9927 0.0 0.1 -0.2 0.11
```
Positions in Å, forces in eV/Å.

## Properties
Highest occupied orbital energy = -8.661 eV
Spin multiplicity = 1
LUMO level = 0.45 eV
Energy above the lowest of the compared OMol25 structures with the same formula, charge and spin = 1.754 eV
Gap between HOMO and LUMO = 9.1 eV